A structure of composition C18H54ClO13Y at a distorted geometry. Source: the Open Molecules 2025 dataset; level of theory: the ωB97M-V functional and the def2-TZVPD basis.

The LUMO energy comes out at -0.4376 Eh. The calculation puts the largest force on an atom at 2.916 eV/A. The gap between HOMO and LUMO comes out at 1.26 eV. The calculation puts the energy above the lowest of the compared OMol25 structures with the same formula, charge and spin at 1229.0 kJ/mol. The charge is +2.

Each line ends with the Löwdin charge.
Element x y z (Å)
Y  -28.70  -9.14  5.39  1.2549
Cl  -33.22  -3.62  5.08  0.6493
O  -32.68  -2.39  5.50  -0.2023
O  -33.61  -3.53  3.71  -0.2312
O  -32.28  -4.66  5.33  -0.1973
O  -34.31  -3.99  5.95  -0.1598
C  -30.42  -5.23  11.45  -0.1139
C  -30.68  -6.62  11.12  -0.3271
O  -29.68  -7.07  10.18  -0.1129
H  -30.70  -4.58  10.62  0.0796
H  -29.42  -5.00  11.80  0.0874
H  -31.06  -4.93  12.29  0.0832
H  -31.65  -6.89  10.69  0.1193
H  -30.53  -7.13  12.07  0.1127
H  -28.92  -7.15  10.76  0.0706
C  -41.37  -6.31  8.72  -0.0631
C  -42.82  -5.77  8.47  -0.3014
O  -43.60  -6.88  8.26  -0.0197
H  -40.75  -6.40  7.83  0.0674
H  -41.38  -7.30  9.18  0.0767
H  -40.82  -5.67  9.41  0.0663
H  -42.94  -5.01  7.70  0.1230
H  -43.16  -5.37  9.42  0.1206
H  -44.52  -6.63  8.25  0.1061
C  -37.53  -4.15  15.72  -0.0695
C  -37.46  -3.37  14.41  -0.3418
O  -36.62  -4.06  13.59  -0.0104
H  -36.53  -4.37  16.08  0.0771
H  -38.07  -5.08  15.56  0.0823
H  -37.94  -3.62  16.59  0.0804
H  -37.22  -2.31  14.48  0.1239
H  -38.48  -3.39  14.05  0.1202
H  -36.61  -3.75  12.68  0.1043
C  -35.63  -12.09  4.23  -0.1068
C  -35.05  -10.77  4.58  -0.3230
O  -33.78  -10.80  3.94  -0.1104
H  -35.75  -12.28  3.16  0.0810
H  -36.61  -12.25  4.68  0.0791
H  -35.05  -12.92  4.63  0.0844
H  -34.85  -10.79  5.65  0.1117
H  -35.62  -9.88  4.30  0.1142
H  -34.08  -10.87  3.03  0.0720
C  -24.69  -2.94  4.43  -0.1023
C  -25.91  -3.52  5.05  -0.3315
O  -25.63  -4.93  5.30  -0.0986
H  -24.79  -1.88  4.21  0.0915
H  -24.50  -3.45  3.49  0.0810
H  -23.82  -3.32  4.96  0.0781
H  -26.74  -3.38  4.36  0.1086
H  -26.24  -2.91  5.88  0.1080
H  -24.76  -4.85  5.70  0.0636
C  -28.28  -7.16  -1.97  -0.0808
C  -28.89  -6.73  -0.60  -0.3302
O  -28.11  -7.24  0.43  -0.1002
H  -28.35  -8.23  -2.20  0.0728
H  -27.24  -6.85  -2.10  0.0762
H  -28.94  -6.78  -2.74  0.0732
H  -29.98  -6.78  -0.59  0.1122
H  -28.73  -5.66  -0.49  0.1010
H  -27.22  -7.15  0.07  0.0754
C  -39.13  -6.67  -2.62  -0.0692
C  -38.55  -6.28  -1.23  -0.2927
O  -38.51  -7.46  -0.47  -0.0296
H  -38.67  -7.46  -3.22  0.0779
H  -39.18  -5.78  -3.25  0.0733
H  -40.15  -7.03  -2.51  0.0703
H  -39.05  -5.44  -0.74  0.1152
H  -37.52  -5.96  -1.39  0.1102
H  -39.35  -7.49  -0.01  0.0971
C  -36.73  0.87  -1.43  -0.0651
C  -37.12  1.12  0.08  -0.2322
O  -35.85  1.37  0.73  -0.0355
H  -36.04  0.03  -1.47  0.0663
H  -36.17  1.71  -1.83  0.0750
H  -37.50  0.67  -2.17  0.0732
H  -37.62  0.26  0.53  0.1103
H  -37.68  2.04  0.24  0.1150
H  -35.40  0.53  0.87  0.0895
C  -32.38  2.28  11.12  -0.0748
C  -33.67  1.58  10.96  -0.3231
O  -34.18  1.71  9.66  -0.0105
H  -32.58  3.34  11.20  0.0877
H  -31.62  2.07  10.37  0.0879
H  -31.98  1.99  12.09  0.0844
H  -34.52  1.98  11.52  0.1293
H  -33.53  0.51  11.13  0.1181
H  -33.85  0.99  9.12  0.0967